--- P ---
ORCA calculation (ωB97M-V/def2-TZVPD) on a cluster of 2 separate species, C2H5BrOS in total.

```
10
Properties=species:S:1:pos:R:3:mulliken_charge:R:1
C -0.16 -1.17 0.38 -1.069
C -0.29 -1.10 -1.10 0.798
O -1.05 -1.69 -1.80 -0.481
S 0.99 -0.09 -1.81 -0.227
H -0.23 -0.05 0.84 0.231
H -0.86 -1.85 0.79 0.297
H 0.80 -1.64 0.82 0.316
H 1.33 0.47 -0.57 0.137
Br -0.81 3.68 0.86 -0.187
H 0.29 3.44 1.60 0.184
```

For the LUMO energy, the calculation gives 0.37 eV. Its multiplicity is 1. Its net charge is 0.

=====

--- Q ---
ORCA calculation (ωB97M-V/def2-TZVPD) on the molecule C2H5BrOS.

```
10
Properties=species:S:1:pos:R:3:mulliken_charge:R:1
C -0.22 -0.90 -0.26 -0.964
C 0.01 0.48 0.23 0.288
O -1.04 1.13 0.69 -0.481
S 0.66 1.32 -1.33 -0.146
Br 1.62 0.46 1.82 -0.289
H 0.64 -1.46 -0.73 0.365
H -0.74 -1.52 0.48 0.339
H -1.07 -0.69 -0.98 0.368
H -1.55 0.66 1.35 0.379
H 1.69 0.52 -1.28 0.141
```

For the LUMO energy, the calculation gives 0.09 eV. Its multiplicity is 1. Its net charge is 0.

=====

Most stable structure - P; separation to the second - 0.314 eV.

=====

--- P ---
ORCA calculation (ωB97M-V/def2-TZVPD) on a cluster of 2 separate species, C5H12IN2 in total.

```
20
Properties=species:S:1:pos:R:3:mulliken_charge:R:1
C -1.34 0.47 0.78 0.052
C -0.29 -0.56 0.92 -0.162
C -1.12 1.65 -0.17 -1.117
C -1.70 -1.59 -0.98 -0.788
C 2.44 0.41 0.64 -0.889
N -1.18 -0.85 0.07 0.041
N 1.54 -0.26 -0.24 -0.558
I 4.50 0.34 -0.11 0.101
H -2.23 0.42 1.35 0.437
H 0.40 -0.90 1.67 0.518
H -1.42 2.66 0.18 0.367
H -1.77 1.54 -1.11 0.289
H -0.12 1.52 -0.53 0.207
H -1.39 -2.61 -0.68 0.383
H -2.84 -1.53 -0.73 0.308
H -1.40 -1.11 -1.98 0.303
H 2.14 1.42 0.69 0.453
H 2.41 0.00 1.75 0.364
H 1.54 0.23 -1.23 0.350
H 1.83 -1.25 -0.28 0.341
```

For the LUMO energy, the calculation gives -3.53 eV. Its multiplicity is 1. Its net charge is +1.

=====

--- Q ---
ORCA calculation (ωB97M-V/def2-TZVPD) on the ion C5H12IN2 with charge +1.

```
20
Properties=species:S:1:pos:R:3:mulliken_charge:R:1
C -0.43 0.12 -0.62 0.148
C 1.90 -0.83 -1.00 -1.318
C 1.36 1.59 -0.85 -1.799
C 0.95 0.06 1.29 -1.898
C 0.93 0.16 -0.29 1.671
N -1.53 0.39 -0.68 -0.609
N -2.89 -1.15 1.06 -0.629
I -3.96 -0.02 -0.25 0.689
H 1.36 -1.59 -1.58 0.333
H 2.48 -1.21 -0.21 0.390
H 2.42 -0.16 -1.63 0.402
H 0.84 2.46 -0.49 0.411
H 1.29 1.51 -1.88 0.542
H 2.37 1.84 -0.54 0.410
H 1.95 0.22 1.43 0.591
H 0.30 0.84 1.71 0.409
H 0.71 -0.91 1.59 0.436
H -2.14 -0.65 1.52 0.304
H -5.19 -0.54 0.67 0.198
H -2.71 -2.13 0.76 0.318
```

For the LUMO energy, the calculation gives -4.92 eV. Its multiplicity is 1. Its net charge is +1.

=====

Most stable structure - Q; separation to the second - 0.077 eV.

=====

--- P ---
ORCA calculation (ωB97M-V/def2-TZVPD) on the molecule C5H5FO2.

```
13
Properties=species:S:1:pos:R:3:mulliken_charge:R:1
C -0.24 2.39 -0.82 -1.128
C -0.11 0.95 -0.42 0.661
C -0.25 -0.22 -1.27 -0.535
C -0.05 -1.29 -0.44 0.443
O -0.04 -2.62 -0.59 -0.509
O 0.19 -0.90 0.82 -0.299
C 0.14 0.46 0.80 0.062
F 0.36 1.03 1.97 -0.280
H 0.70 2.93 -0.64 0.288
H -1.07 2.89 -0.29 0.283
H -0.45 2.44 -1.88 0.321
H -0.45 -0.23 -2.32 0.351
H -0.20 -2.83 -1.53 0.341
```

For the LUMO energy, the calculation gives 0.59 eV. Its multiplicity is 1. Its net charge is 0.

=====

--- Q ---
ORCA calculation (ωB97M-V/def2-TZVPD) on the molecule C5H5FO2.

```
13
Properties=species:S:1:pos:R:3:mulliken_charge:R:1
C 2.70 -0.99 -0.09 0.357
C 1.63 -0.49 0.02 -1.558
C 0.25 0.07 0.10 1.374
F -0.06 0.30 1.47 -0.317
C -0.76 -1.01 -0.42 -0.125
O -1.70 -1.40 0.14 -0.382
C 0.01 1.40 -0.59 -0.669
O -1.38 1.53 -0.66 -0.519
H 3.65 -1.42 -0.40 0.459
H -0.51 -1.37 -1.44 0.337
H 0.33 1.40 -1.63 0.346
H 0.45 2.19 0.02 0.359
H -1.65 1.60 0.27 0.340
```

For the LUMO energy, the calculation gives 0.78 eV. Its multiplicity is 1. Its net charge is 0.

=====

Most stable structure - P; separation to the second - 2.048 eV.

=====

--- P ---
ORCA calculation (ωB97M-V/def2-TZVPD) on a cluster of 2 separate species, C27H56N2O2PS2 in total.

```
90
Properties=species:S:1:pos:R:3:mulliken_charge:R:1
C -1.27 -3.76 -0.28 -1.144
C -1.93 -3.57 -1.65 0.045
C -3.23 -2.78 -1.62 -0.367
C -4.03 -2.84 -2.93 -1.303
N -4.01 -1.65 -3.81 0.109
C -2.73 -0.94 -3.87 0.048
C -2.56 -0.06 -5.10 -1.132
C -1.11 0.41 -5.29 -0.588
C -0.14 -0.68 -5.81 -0.823
P 1.47 -0.87 -4.94 -0.184
C 0.94 -1.37 -3.25 -0.092
C 1.95 -0.90 -2.19 -0.763
C 1.46 0.38 -1.50 0.351
C 2.54 1.20 -0.86 0.042
O 2.55 2.41 -0.86 -0.626
O 3.51 0.48 -0.25 -0.132
C 4.87 0.87 -0.52 -0.297
C 5.66 -0.32 -1.08 -1.141
C -5.14 -0.81 -3.69 -0.064
S -5.90 -0.17 -4.98 -0.235
S -5.64 -0.44 -2.03 0.014
C -7.44 -0.24 -2.21 -0.701
C -8.10 -0.28 -0.83 -0.534
C -7.77 0.94 0.03 -1.029
H -0.90 -4.78 -0.17 0.343
H -1.98 -3.59 0.54 0.348
H -0.41 -3.11 -0.14 0.160
H -1.22 -3.14 -2.35 -0.089
H -2.17 -4.56 -2.07 0.284
H -3.85 -3.24 -0.84 0.427
H -3.07 -1.75 -1.30 0.371
H -3.70 -3.69 -3.53 0.459
H -5.08 -3.03 -2.69 0.469
H -2.59 -0.31 -2.98 0.250
H -1.94 -1.69 -3.83 -0.002
H -3.19 0.83 -4.98 0.484
H -2.93 -0.57 -5.99 0.398
H -0.72 0.88 -4.39 0.277
H -1.14 1.20 -6.05 0.400
H -0.65 -1.65 -5.78 0.377
H 0.11 -0.49 -6.85 0.479
H 1.75 0.50 -4.67 -0.009
H -0.05 -0.97 -3.01 -0.283
H 0.85 -2.45 -3.25 0.551
H 2.12 -1.69 -1.45 0.245
H 2.92 -0.70 -2.65 0.327
H 0.95 1.03 -2.21 0.013
H 0.72 0.12 -0.73 0.166
H 5.31 1.22 0.41 0.255
H 4.87 1.70 -1.22 0.459
H 4.98 -1.15 -1.26 0.313
H 6.12 -0.06 -2.03 0.329
H 6.44 -0.64 -0.39 0.311
H -7.77 -1.07 -2.83 0.449
H -7.64 0.69 -2.73 0.419
H -9.17 -0.35 -1.01 0.337
H -7.79 -1.20 -0.33 0.287
H -7.85 1.84 -0.59 0.273
H -8.48 1.05 0.85 0.349
H -6.76 0.88 0.42 0.293
C 4.07 0.62 7.50 -1.207
C 4.04 2.10 7.14 -0.497
C 3.01 2.58 6.13 -0.639
N 3.08 2.02 4.71 0.369
C 2.29 2.98 3.85 -1.053
C 2.09 2.49 2.43 -0.205
C 1.44 1.11 2.41 -0.039
C 2.27 0.14 3.24 -0.679
C 2.46 0.65 4.66 -0.617
C 4.50 1.99 4.26 -0.966
H 4.54 0.00 6.73 0.305
H 4.65 0.47 8.41 0.423
H 3.07 0.22 7.69 0.305
H 5.04 2.44 6.85 0.336
H 3.80 2.66 8.05 0.429
H 3.11 3.65 6.01 0.383
H 2.00 2.38 6.47 0.419
H 1.33 3.11 4.35 0.408
H 2.83 3.93 3.87 0.463
H 1.46 3.21 1.90 0.514
H 3.03 2.47 1.88 0.118
H 1.35 0.75 1.39 -0.410
H 0.42 1.17 2.81 0.420
H 3.23 -0.04 2.76 0.172
H 1.78 -0.83 3.30 0.476
H 3.10 -0.02 5.22 0.346
H 1.50 0.73 5.16 0.407
H 5.05 1.26 4.84 0.371
H 4.93 2.98 4.38 0.389
H 4.53 1.71 3.21 0.286
```

For the LUMO energy, the calculation gives -2.29 eV. Its multiplicity is 1. Its net charge is +1.

=====

--- Q ---
ORCA calculation (ωB97M-V/def2-TZVPD) on a cluster of 2 separate species, C27H56N2O2PS2 in total.

```
90
Properties=species:S:1:pos:R:3:mulliken_charge:R:1
C 0.31 3.52 -1.38 -1.189
C 1.78 3.36 -1.80 -0.003
C 2.76 3.29 -0.64 -0.377
C 4.22 3.49 -1.09 -1.289
N 5.09 2.30 -1.14 0.101
C 4.42 1.07 -1.56 0.031
C 5.35 -0.02 -2.05 -1.227
C 4.60 -1.15 -2.74 -0.678
C 4.11 -0.76 -4.17 -0.810
P 2.36 -1.15 -4.53 -0.192
C 1.43 -0.04 -3.38 -0.133
C 0.07 -0.65 -3.01 -0.733
C 0.14 -1.31 -1.63 0.343
C -0.90 -2.36 -1.38 0.026
O -0.65 -3.39 -0.75 -0.645
O -2.15 -2.10 -1.87 -0.145
C -2.74 -3.16 -2.65 -0.327
C -3.11 -2.63 -4.04 -1.152
C 5.93 2.16 -0.03 -0.037
S 7.50 1.77 -0.15 -0.235
S 5.19 2.38 1.59 -0.017
C 6.53 3.23 2.48 -0.727
C 6.00 3.86 3.76 -0.553
C 5.63 2.81 4.81 -1.036
H -0.16 4.27 -2.01 0.354
H 0.21 3.87 -0.35 0.354
H -0.27 2.61 -1.52 0.155
H 1.89 2.53 -2.49 -0.039
H 2.05 4.24 -2.38 0.292
H 2.52 4.13 0.01 0.451
H 2.64 2.40 -0.04 0.369
H 4.26 3.95 -2.07 0.474
H 4.69 4.21 -0.42 0.479
H 3.85 0.65 -0.72 0.273
H 3.68 1.31 -2.32 0.052
H 5.86 -0.44 -1.19 0.492
H 6.12 0.40 -2.69 0.421
H 3.79 -1.53 -2.13 0.339
H 5.31 -1.96 -2.86 0.401
H 4.28 0.31 -4.31 0.384
H 4.70 -1.29 -4.92 0.484
H 2.18 -2.41 -3.90 -0.010
H 2.01 0.13 -2.47 -0.336
H 1.31 0.91 -3.88 0.605
H -0.70 0.12 -3.02 0.260
H -0.24 -1.40 -3.73 0.338
H 1.11 -1.78 -1.50 0.046
H 0.07 -0.55 -0.85 0.156
H -3.63 -3.51 -2.14 0.330
H -2.04 -3.98 -2.75 0.428
H -2.72 -1.63 -4.16 0.328
H -2.65 -3.25 -4.81 0.336
H -4.18 -2.64 -4.19 0.304
H 6.89 4.00 1.81 0.451
H 7.34 2.53 2.66 0.443
H 6.79 4.51 4.13 0.339
H 5.15 4.48 3.50 0.295
H 6.41 2.06 4.83 0.276
H 5.57 3.25 5.80 0.352
H 4.69 2.34 4.54 0.305
C -7.97 -0.58 3.06 -1.204
C -7.41 -1.88 3.63 -0.501
C -5.90 -2.02 3.75 -0.637
N -5.07 -1.95 2.49 0.378
C -3.73 -2.57 2.83 -1.037
C -2.69 -2.41 1.74 -0.222
C -2.50 -0.95 1.37 -0.055
C -3.84 -0.34 0.97 -0.715
C -4.87 -0.51 2.07 -0.595
C -5.71 -2.74 1.40 -1.007
H -7.87 -0.51 1.98 0.302
H -9.04 -0.52 3.27 0.424
H -7.50 0.29 3.52 0.303
H -7.82 -2.73 3.07 0.336
H -7.79 -2.00 4.64 0.429
H -5.68 -2.99 4.18 0.380
H -5.50 -1.26 4.42 0.418
H -3.40 -2.08 3.75 0.406
H -3.92 -3.62 3.05 0.458
H -1.75 -2.83 2.10 0.512
H -2.95 -3.00 0.86 0.129
H -1.79 -0.86 0.55 -0.391
H -2.08 -0.40 2.21 0.412
H -4.19 -0.79 0.04 0.177
H -3.72 0.72 0.77 0.486
H -5.83 -0.12 1.75 0.341
H -4.55 0.03 2.97 0.405
H -6.65 -2.26 1.12 0.369
H -5.90 -3.74 1.78 0.390
H -5.06 -2.78 0.54 0.330
```

For the LUMO energy, the calculation gives -2.28 eV. Its multiplicity is 1. Its net charge is +1.

=====

Most stable structure - P; separation to the second - 0.356 eV.